Version w
DFT (wB97M-V/def2-TZVPD) results for a cluster of 3 separate species, C3H12N2O3 in total.

```
20
C3H12N2O3 wB97M-V/def2-TZVPD
O -0.058 -0.372 1.209
C -0.981 0.118 0.592
N -1.378 -0.316 -0.644
C -0.854 -1.537 -1.226
N -0.484 -1.428 -2.617
C -1.668 1.377 1.074
H -2.244 0.088 -0.955
H -0.010 -1.798 -0.595
H -1.565 -2.370 -1.134
H 0.034 -0.568 -2.764
H -1.303 -1.353 -3.223
H -2.758 1.260 1.136
H -1.375 1.565 2.108
H -1.453 2.238 0.451
H 1.559 1.884 0.474
H 2.905 1.333 0.822
O 2.492 2.121 0.436
H 2.354 -0.919 1.959
H 3.631 -0.918 1.113
O 3.156 -0.406 1.784
```

## Properties
- HOMO energy (eV) = -9.753
- lowest unoccupied orbital energy (eV) = 0.569
- net charge = 0
- SMILES = CC(=O)NCN.O.O
- orbital gap (eV) = 10.322

Version x
DFT (wB97M-V/def2-TZVPD) results for a cluster of 2 separate species, C3H12N2O3 in total.

```
20
C3H12N2O3 wB97M-V/def2-TZVPD
C 0.044 -0.693 0.142
C 2.172 -1.823 0.973
N 1.442 -0.593 0.695
N -0.355 -2.049 -0.080
O -0.846 -0.025 0.969
O 0.271 -0.026 -1.067
H -0.874 0.922 0.714
H 1.344 -0.172 -0.941
H 1.418 0.007 1.515
H -0.942 -2.102 -0.901
H -0.847 -2.411 0.729
H 2.246 -2.398 0.053
H 3.169 -1.556 1.322
H 1.692 -2.443 1.736
C -1.978 2.726 -1.030
O -0.779 2.408 -0.348
H -0.275 1.762 -0.881
H -1.776 3.245 -1.972
H -2.551 3.389 -0.384
H -2.574 1.832 -1.239
```

## Properties
- HOMO energy (eV) = -9.446
- lowest unoccupied orbital energy (eV) = 0.851
- net charge = 0
- SMILES = CNC(N)(O)O.CO
- orbital gap (eV) = 10.298

Energies relative to the most stable structure are version w 0.0000; version x 0.0480, reported in hartree.

Version w
DFT (wB97M-V/def2-TZVPD) results for an isolated molecule of C3H4INO.

```
10
C3H4INO wB97M-V/def2-TZVPD
C -0.633 -1.694 0.402
C 0.081 -0.629 0.682
C 0.136 0.574 -0.214
N -0.892 1.302 -0.135
O 1.493 0.669 -0.743
I 2.209 2.347 -1.422
H -0.956 -2.424 1.142
H -1.002 -1.760 -0.702
H 0.433 -0.521 1.674
H -0.868 2.135 -0.684
```

## Properties
- HOMO energy (eV) = -9.793
- lowest unoccupied orbital energy (eV) = -0.867
- net charge = 0
- SMILES = [H]/N=C(/C=C)OI
- orbital gap (eV) = 8.926

Version x
DFT (wB97M-V/def2-TZVPD) results for an isolated molecule of C3H4INO.

```
10
C3H4INO wB97M-V/def2-TZVPD
C 1.144 0.189 -0.079
C 0.072 1.117 0.012
C 1.059 -1.143 0.043
N -1.743 -0.312 0.059
O -1.199 0.896 0.056
I -3.761 -0.188 -0.024
H 2.101 0.656 -0.279
H 0.279 2.180 0.017
H 0.123 -1.623 0.270
H 1.924 -1.772 -0.075
```

## Properties
- HOMO energy (alpha / beta) (eV) = -8.367 / -7.752
- lowest unoccupied orbital energy (alpha / beta) (eV) = -0.365 / -0.445
- net charge = 0
- orbital gap (alpha / beta) (eV) = 8.002 / 7.307

Energies relative to the most stable structure are version w 0.0000; version x 0.0843, reported in hartree.

Version w
DFT (wB97M-V/def2-TZVPD) results for a cluster of 2 separate species, CH6NO2 in total.

```
10
CH6NO2 wB97M-V/def2-TZVPD
N -0.491 -0.506 -1.513
H -0.932 -1.377 -1.704
H -1.063 -0.133 -0.689
H 0.637 -0.701 -1.354
H -0.667 0.127 -2.252
O -0.499 1.445 0.710
C 0.239 0.906 1.467
O 1.102 -0.032 0.992
H 0.293 0.955 2.657
H 1.380 -0.684 1.685
```

## Properties
- HOMO energy (eV) = -15.497
- lowest unoccupied orbital energy (eV) = -4.173
- net charge = +1
- orbital gap (eV) = 11.325

Version x
DFT (wB97M-V/def2-TZVPD) results for a cluster of 2 separate species, CH6NO2 in total.

```
10
CH6NO2 wB97M-V/def2-TZVPD
O 1.333 2.013 0.225
H 2.059 2.189 0.769
H 0.981 2.880 -0.007
H 0.561 -2.455 -0.824
C -0.825 -0.984 -0.268
N -0.949 0.278 0.194
O 0.090 -1.885 -0.077
H -1.621 -1.317 -0.977
H -0.049 0.808 0.282
H -1.724 0.830 -0.187
```

## Properties
- HOMO energy (eV) = -16.359
- lowest unoccupied orbital energy (eV) = -5.027
- net charge = +1
- orbital gap (eV) = 11.332

Energies relative to the most stable structure are version w 0.0000; version x 0.0201, reported in hartree.

Version w
DFT (wB97M-V/def2-TZVPD) results for a cluster of 2 separate species, C9H14OS in total.

```
25
C9H14OS wB97M-V/def2-TZVPD
C -2.456 1.300 1.267
C -1.050 1.061 -2.258
C -1.921 1.087 -1.179
C 0.311 0.902 -2.000
C -1.456 1.161 0.139
C 0.809 1.096 -0.714
C -0.102 1.352 0.301
O 1.255 0.669 -2.959
H -1.357 1.186 -3.288
H -2.960 0.810 -1.311
H 0.972 0.160 -3.724
H 1.886 1.037 -0.644
H -3.086 0.409 1.276
H -3.078 2.143 1.000
H 0.348 1.486 1.278
H -2.021 1.366 2.240
C 1.866 -0.867 2.007
C 1.179 -2.924 0.349
S 0.355 -1.677 1.406
H 1.662 -0.178 2.821
H 2.523 -1.639 2.398
H 2.365 -0.399 1.163
H 2.247 -2.737 0.317
H 0.674 -2.870 -0.612
H 1.034 -3.936 0.727
```

## Properties
- HOMO energy (eV) = -8.079
- lowest unoccupied orbital energy (eV) = 0.798
- net charge = 0
- SMILES = Cc1ccc(O)cc1.CSC
- orbital gap (eV) = 8.877

Version x
DFT (wB97M-V/def2-TZVPD) results for a cluster of 2 separate species, C9H14OS in total.

```
25
C9H14OS wB97M-V/def2-TZVPD
C -0.147 3.303 -0.407
C 1.918 3.873 -2.359
S 1.565 2.960 -0.816
H -0.449 2.711 0.443
H -0.329 4.326 0.012
H -0.864 3.117 -1.210
H 2.983 3.983 -2.424
H 1.293 4.750 -2.416
H 1.609 3.243 -3.236
C 0.175 -2.441 3.185
C -1.476 -2.723 -0.247
C -1.370 -2.806 1.132
C -0.816 -1.768 -0.981
C -0.397 -1.991 1.781
C -0.016 -0.869 -0.265
C 0.400 -1.132 1.052
O -0.856 -1.467 -2.316
H -2.249 -3.327 -0.668
H -2.118 -3.332 1.685
H -1.258 -2.101 -2.894
H 0.417 -0.053 -0.879
H -0.516 -3.152 3.662
H 0.189 -1.617 3.818
H 1.202 -0.548 1.531
H 1.110 -2.938 2.818
```

## Properties
- HOMO energy (eV) = -8.218
- lowest unoccupied orbital energy (eV) = 0.829
- net charge = 0
- SMILES = Cc1ccc(O)cc1.CSC
- orbital gap (eV) = 9.048

Energies relative to the most stable structure are version w 0.0000; version x 0.0219, reported in hartree.

Version w
DFT (wB97M-V/def2-TZVPD) results for a cluster of 2 separate species, C9H9N3O2 in total.

```
23
C9H9N3O2 wB97M-V/def2-TZVPD
C 1.502 1.140 0.026
C 1.183 0.082 0.948
C 2.088 -0.890 1.218
C 3.738 0.006 -0.368
C -3.902 0.384 0.348
C -3.665 -0.843 -0.373
C -2.528 -1.232 -0.950
C -1.539 -0.224 -0.910
C -1.691 0.993 -0.086
H 3.117 1.784 -1.131
H 0.236 0.203 1.497
H 1.909 -1.750 1.907
H 3.967 -1.617 0.738
H -4.885 0.711 0.745
H -4.498 -1.522 -0.426
H -2.354 -1.937 -1.704
H -0.476 -0.549 -1.087
H -1.071 1.849 0.076
N 2.768 1.003 -0.587
N 3.284 -0.932 0.570
N -2.878 1.234 0.563
O 0.836 2.187 -0.115
O 4.859 -0.079 -0.901
```

## Properties
- HOMO energy (eV) = -9.048
- lowest unoccupied orbital energy (eV) = 0.229
- net charge = 0
- SMILES = O=c1cc[nH]c(=O)[nH]1.c1ccncc1
- orbital gap (eV) = 9.277

Version x
DFT (wB97M-V/def2-TZVPD) results for a structure of composition C9H9N3O2.

```
23
C9H9N3O2 wB97M-V/def2-TZVPD
C -4.408 0.902 0.068
C -3.489 -0.229 0.158
C -1.303 -0.984 -0.308
C 0.211 -0.677 -0.107
C 0.841 0.558 -0.081
C 3.036 1.296 -0.062
C 4.286 0.785 -0.174
C 3.532 -1.487 0.216
C 2.221 -1.029 -0.091
H -4.457 1.110 -1.072
H -5.510 0.715 0.801
H -3.704 1.841 0.584
H -3.874 -1.156 -0.562
H -3.431 -0.863 1.159
H 0.487 1.676 -0.170
H 2.650 2.248 -0.120
H 5.171 1.547 -0.556
H 4.025 -2.460 0.553
N 2.105 0.301 0.033
N 4.541 -0.605 0.044
N 1.060 -1.618 0.076
O -2.070 0.157 -0.061
O -1.919 -2.030 -0.329
```

## Properties
- HOMO energy (eV) = -9.006
- lowest unoccupied orbital energy (eV) = -0.017
- net charge = 0
- orbital gap (eV) = 8.989

Energies relative to the most stable structure are version w 0.0000; version x 0.1456, reported in hartree.

Version w
DFT (wB97M-V/def2-TZVPD) results for a cluster of 2 separate species, C3H2INS in total.

```
8
C3H2INS wB97M-V/def2-TZVPD
C -0.204 0.573 -0.794
C -0.658 -0.650 -0.065
C -0.097 1.463 0.242
N -0.927 -0.479 1.176
S -0.439 0.953 1.771
I 3.268 -0.933 -0.102
H 0.198 0.615 -1.829
H -1.141 -1.542 -0.399
```

## Properties
- HOMO energy (alpha / beta) (eV) = -9.882 / -9.840
- lowest unoccupied orbital energy (alpha / beta) (eV) = -1.522 / -3.256
- net charge = 0
- orbital gap (alpha / beta) (eV) = 8.360 / 6.584

Version x
DFT (wB97M-V/def2-TZVPD) results for a cluster of 2 separate species, C3H2INS in total.

```
8
C3H2INS wB97M-V/def2-TZVPD
C 0.498 -0.107 -0.505
C 0.227 -1.307 0.183
C -0.271 0.831 0.092
N -0.644 -1.233 1.164
S -1.229 0.277 1.361
I -0.432 3.778 -0.938
H 1.174 0.024 -1.326
H 0.677 -2.263 -0.030
```

## Properties
- HOMO energy (alpha / beta) (eV) = -9.750 / -9.746
- lowest unoccupied orbital energy (alpha / beta) (eV) = -3.145 / -3.157
- net charge = 0
- orbital gap (alpha / beta) (eV) = 6.605 / 6.589

Energies relative to the most stable structure are version w 0.0276; version x 0.0000, reported in hartree.